C5H8O | ωB97M-V with the def2-TZVPD basis set

Output
relative energy (zero: lowest compared OMol25 entry of this formula, charge and spin): 5.3919 eV
lowest unoccupied orbital energy: 0.50 eV
gap between HOMO and LUMO: 8.3810 eV
E_tot: -7356.8633 eV

Each line ends with the natural charge from an NBO analysis.
CARTESIAN COORDINATES (ANGSTROEM)
O (-1.1143, -1.8799, 0.5773)  -0.7138
C (-0.2796, -1.1985, -0.2877)  -0.0808
C (0.2118, 0.0469, 0.3835)  -0.1422
C (1.3563, 0.8720, -0.2108)  -0.5336
C (0.2555, 1.5492, -0.9470)  0.0486
C (-0.7540, 1.4601, 0.0412)  -0.5205
H (-1.3902, -2.6910, 0.1346)  0.4726
H (-0.8071, -0.9705, -1.2006)  0.1754
H (0.5414, -1.8430, -0.5721)  0.1596
H (0.3756, -0.1619, 1.4568)  0.2434
H (-0.5159, 1.6354, 1.0800)  0.2274
H (1.8945, 1.4188, 0.5645)  0.2246
H (2.0518, 0.3163, -0.8369)  0.2198
H (-1.8258, 1.4462, -0.1828)  0.2196

=====

C5H8O | ωB97M-V with the def2-TZVPD basis set

Output
relative energy (zero: lowest compared OMol25 entry of this formula, charge and spin): 6.0487 eV
lowest unoccupied orbital energy: 0.85 eV
gap between HOMO and LUMO: 9.8174 eV
E_tot: -7356.2066 eV

Each line ends with the natural charge from an NBO analysis.
CARTESIAN COORDINATES (ANGSTROEM)
C (-1.7047, -1.4755, -1.0433)  -0.4197
C (-2.0036, -0.2172, -0.7410)  -0.3676
C (0.3371, 1.4206, 0.1742)  -0.0253
C (0.9555, 0.4841, 1.0140)  -0.2830
C (1.9414, 0.1858, -0.0702)  -0.1153
O (1.2816, 1.2056, -0.8448)  -0.5115
H (-1.3747, -1.7596, -2.0395)  0.1928
H (-1.7811, -2.2735, -0.3080)  0.1882
H (-2.3277, 0.0753, 0.2545)  0.1943
H (-1.9171, 0.5872, -1.4665)  0.2044
H (0.7152, 0.0969, 1.9978)  0.2363
H (0.9045, 1.8992, 1.1624)  0.2878
H (2.9878, 0.4461, 0.1171)  0.2070
H (1.8700, -0.8131, -0.5159)  0.2117

=====

C5H8O | ωB97M-V with the def2-TZVPD basis set

Output
relative energy (zero: lowest compared OMol25 entry of this formula, charge and spin): 3.5315 eV
lowest unoccupied orbital energy: 1.18 eV
gap between HOMO and LUMO: 9.5747 eV
E_tot: -7358.7238 eV

Each line ends with the natural charge from an NBO analysis.
CARTESIAN COORDINATES (ANGSTROEM)
C (0.6137, 2.0397, 0.1098)  -0.3918
C (1.6690, 1.0304, 0.3473)  -0.3821
C (0.2091, 0.6667, 0.6068)  -0.4003
C (-0.2902, -0.2627, -0.4153)  0.2293
C (-1.5029, -2.2277, -0.6312)  -0.2500
O (-1.0631, -1.1409, 0.1860)  -0.5003
H (0.3525, 2.2796, -0.9158)  0.2281
H (0.5081, 2.8536, 0.8204)  0.2209
H (2.3072, 1.1241, 1.2199)  0.2203
H (2.1247, 0.5571, -0.5168)  0.2295
H (-0.1075, 0.5700, 1.6462)  0.2165
H (-1.0397, -2.1366, -1.6159)  0.2059
H (-2.5928, -2.2049, -0.7068)  0.1869
H (-1.1879, -3.1485, -0.1347)  0.1871

=====

C5H8O | ωB97M-V with the def2-TZVPD basis set

Output
relative energy (zero: lowest compared OMol25 entry of this formula, charge and spin): 5.4341 eV
lowest unoccupied orbital energy (spin up / spin down): 0.39 / 0.39 eV
gap between HOMO and LUMO (spin up / spin down): 7.8838 / 7.8830 eV
E_tot: -7356.8211 eV

Each line ends with the natural charge from an NBO analysis.
CARTESIAN COORDINATES (ANGSTROEM)
C (-1.0028, 0.8124, -0.8047)  -0.3584
C (-0.7910, 0.3607, 0.6104)  -0.2878
C (-0.7049, -1.1067, 0.9438)  -0.0853
O (0.5018, -1.5829, 0.2613)  -0.4451
C (0.9565, -0.5873, -0.4688)  0.3464
C (0.3850, 0.6484, -0.2797)  -0.3391
H (-1.3653, 0.0896, -1.5382)  0.2036
H (-1.3605, 1.8213, -0.9542)  0.2148
H (-1.0536, 1.0407, 1.4226)  0.2257
H (-1.5120, -1.7366, 0.5662)  0.1909
H (-0.5691, -1.2906, 2.0108)  0.2006
H (1.7519, -0.8977, -1.1489)  0.2015
H (2.7636, 1.0766, -0.3028)  -0.1258
H (2.0004, 1.3521, -0.3177)  0.0581

=====

C5H8O | ωB97M-V with the def2-TZVPD basis set

Output
relative energy (zero: lowest compared OMol25 entry of this formula, charge and spin): 0.9616 eV
lowest unoccupied orbital energy: 1.10 eV
structure (SMILES): C[C@H]1CC=CO1
gap between HOMO and LUMO: 9.5824 eV
E_tot: -7361.2937 eV

Each line ends with the natural charge from an NBO analysis.
CARTESIAN COORDINATES (ANGSTROEM)
C (1.8409, -0.0246, -0.5292)  -0.6259
C (0.7158, 0.0641, 0.5333)  0.0962
C (-0.2637, 1.2327, 0.2547)  -0.4532
C (-1.4544, 0.5109, -0.3500)  -0.3211
C (-1.2592, -0.7800, -0.1826)  0.1337
O (-0.0439, -1.1321, 0.3735)  -0.5052
H (2.4358, 0.8993, -0.5530)  0.2063
H (1.3481, -0.1571, -1.5376)  0.2134
H (2.4565, -0.9006, -0.3186)  0.2179
H (1.1226, 0.0532, 1.5536)  0.1869
H (0.2163, 1.9664, -0.3983)  0.2108
H (-0.4835, 1.8037, 1.1868)  0.2108
H (-2.3384, 0.9813, -0.8074)  0.2284
H (-1.8833, -1.6087, -0.4698)  0.2009

=====

C5H8O | ωB97M-V with the def2-TZVPD basis set

Output
relative energy (zero: lowest compared OMol25 entry of this formula, charge and spin): 2.4378 eV
lowest unoccupied orbital energy: 1.07 eV
gap between HOMO and LUMO: 10.6059 eV
E_tot: -7359.8175 eV

Each line ends with the natural charge from an NBO analysis.
CARTESIAN COORDINATES (ANGSTROEM)
C (1.4665, -0.4512, -0.2163)  -0.4144
C (1.1029, 0.9836, 0.0499)  -0.4070
C (0.0307, -0.0655, -0.0467)  -0.1131
C (-1.2445, 0.1347, -0.8762)  -0.0454
O (-2.0360, 0.0214, 0.3201)  -0.5306
C (-0.9309, -0.5707, 1.0158)  -0.0467
H (1.9059, -0.7296, -1.1693)  0.2192
H (1.8811, -0.9866, 0.6372)  0.2154
H (1.3697, 1.4561, 0.9914)  0.2146
H (1.1852, 1.6490, -0.8106)  0.2117
H (-1.3459, 1.1217, -1.3394)  0.1799
H (-1.5296, -0.6448, -1.5963)  0.1714
H (-0.8397, -0.2479, 2.0582)  0.1808
H (-1.0153, -1.6702, 0.9823)  0.1644

=====

C5H8O | ωB97M-V with the def2-TZVPD basis set

Output
relative energy (zero: lowest compared OMol25 entry of this formula, charge and spin): 5.0507 eV
lowest unoccupied orbital energy: 1.00 eV
gap between HOMO and LUMO: 9.5582 eV
E_tot: -7357.2045 eV

Each line ends with the natural charge from an NBO analysis.
CARTESIAN COORDINATES (ANGSTROEM)
C (-1.1857, -0.2630, 1.0926)  -0.6156
C (-0.8783, 0.2907, -0.2818)  -0.3523
C (0.7569, 0.9391, -1.0076)  -0.1500
C (1.6961, 0.1755, -0.0629)  -0.1672
O (1.1070, -1.1149, -0.3332)  -0.5319
C (0.1491, -0.4312, -1.1340)  0.0062
H (-0.2711, -0.5092, 1.6365)  0.2287
H (-1.7617, -1.1891, 0.9929)  0.2250
H (-1.7691, 0.4481, 1.6844)  0.2161
H (-1.7384, 0.5747, -0.8901)  0.2458
H (-0.3600, 1.3690, -0.1958)  0.2887
H (1.7180, 0.4338, 1.0028)  0.1883
H (2.7143, 0.2248, -0.4687)  0.2144
H (-0.1770, -0.9484, -2.0352)  0.2039

=====

C5H8O | ωB97M-V with the def2-TZVPD basis set

Output
relative energy (zero: lowest compared OMol25 entry of this formula, charge and spin): 1.1362 eV
lowest unoccupied orbital energy: 0.99 eV
structure (SMILES): CC1CC(=O)C1
gap between HOMO and LUMO: 10.4506 eV
E_tot: -7361.1191 eV

Each line ends with the natural charge from an NBO analysis.
CARTESIAN COORDINATES (ANGSTROEM)
C (1.6865, 0.2532, -0.2252)  -0.6073
C (0.3150, 0.2267, 0.4661)  -0.2053
C (-0.4728, -1.1460, 0.4190)  -0.5412
C (-1.6123, -0.4002, -0.2326)  0.6094
O (-2.7788, -0.6904, -0.2053)  -0.5266
C (-0.8340, 0.9058, -0.3526)  -0.5223
H (1.6252, -0.0931, -1.2647)  0.2035
H (2.1081, 1.2685, -0.2580)  0.2149
H (2.4207, -0.3765, 0.2900)  0.2134
H (0.4191, 0.6612, 1.4684)  0.2114
H (-1.0458, -1.5321, 1.2629)  0.2481
H (0.0518, -1.9822, -0.0527)  0.2366
H (-1.3288, 1.7840, 0.0748)  0.2339
H (-0.5539, 1.1211, -1.3900)  0.2315

=====

C5H8O | ωB97M-V with the def2-TZVPD basis set

Output
relative energy (zero: lowest compared OMol25 entry of this formula, charge and spin): 1.5671 eV
lowest unoccupied orbital energy: 0.94 eV
structure (SMILES): C=CCC(=C)O
gap between HOMO and LUMO: 9.8071 eV
E_tot: -7360.6882 eV

Each line ends with the natural charge from an NBO analysis.
CARTESIAN COORDINATES (ANGSTROEM)
C (1.4049, -0.9354, -1.5455)  -0.3943
C (0.6958, -1.0217, -0.4341)  -0.1615
C (-0.7250, -0.5222, -0.3406)  -0.4960
C (-0.6594, 0.7368, 0.4723)  0.3606
C (-0.6738, 0.6828, 1.7959)  -0.5615
O (-0.3778, 1.8672, -0.2362)  -0.6765
H (0.9435, -0.5659, -2.4556)  0.1924
H (2.4472, -1.2293, -1.5526)  0.2004
H (1.1642, -1.4363, 0.4582)  0.2033
H (-1.1273, -0.3046, -1.3272)  0.2217
H (-1.3498, -1.2720, 0.1608)  0.2273
H (-1.1697, -0.1470, 2.2706)  0.2141
H (-0.3658, 1.5621, 2.3372)  0.1898
H (-0.2070, 2.5855, 0.3967)  0.4802

=====

C5H8O | ωB97M-V with the def2-TZVPD basis set

Output
relative energy (zero: lowest compared OMol25 entry of this formula, charge and spin): 4.1762 eV
lowest unoccupied orbital energy: 0.52 eV
structure (SMILES): C=C/C(O)=C/C
gap between HOMO and LUMO: 8.9921 eV
E_tot: -7358.0791 eV

Each line ends with the natural charge from an NBO analysis.
CARTESIAN COORDINATES (ANGSTROEM)
C (-1.3671, 0.0446, 1.8117)  -0.3468
C (-1.4739, 0.3314, 0.5207)  -0.2533
C (-0.1913, 0.3456, -0.2255)  0.2673
O (-0.0976, 1.2586, -1.3041)  -0.6565
C (0.5348, -0.7967, -0.1949)  -0.3170
C (2.0331, -0.9902, -0.4601)  -0.6331
H (-0.4512, -0.5331, 2.1672)  0.1998
H (-2.0225, 0.4944, 2.6160)  0.2134
H (-2.4050, 0.1797, -0.0751)  0.2340
H (0.7733, 0.8462, -1.5843)  0.4814
H (0.2533, -1.6757, 0.5640)  0.2002
H (2.1801, -1.8937, -1.0963)  0.2165
H (2.8558, -1.0871, 0.2759)  0.2332
H (2.3842, -0.0074, -1.1458)  0.1608